## a
This record from the OMol25 dataset describes a structure of composition C4H10O3. The level of theory is ωB97M-V with the def2-TZVPD basis set.

Cartesian coordinates (Å):
C -0.29070 -0.00962 -0.15916
C 0.24683 -1.23068 0.34011
C 1.56857 0.58137 0.13206
C -1.18108 0.86559 0.67230
O -0.49261 0.02952 -1.51144
O -1.34169 -2.06298 0.33453
O 1.65904 1.64645 -0.77938
H -1.33342 0.47432 -1.69620
H 1.59664 1.27540 -1.67246
H -1.42088 -2.54410 -0.50280
H 0.83063 -1.84528 -0.33458
H 0.42094 -1.31256 1.40417
H 2.40995 -0.10379 0.00119
H 1.57170 0.98933 1.14162
H -2.22421 0.58866 0.50586
H -0.97395 0.74320 1.73472
H -1.04576 1.91517 0.38947

Computed properties:
multiplicity	1
HOMO	-0.301	Ha
lowest unoccupied orbital energy	0.0231	Ha

=====

## b
This record from the OMol25 dataset describes a cluster of 3 separate species, C4H10O3 in total. The level of theory is ωB97M-V with the def2-TZVPD basis set.

Cartesian coordinates (Å):
C 2.75149 -0.29074 -2.86239
C 2.94064 -0.46849 -1.55488
C 1.86862 -0.70553 -0.56819
C 1.01037 0.24925 -0.18870
O 0.26083 0.14247 0.96249
H 3.63542 0.00397 -3.42228
H 1.78170 -0.31913 -3.33937
H 3.89642 -0.13478 -1.15125
H 2.14332 -1.42949 0.20805
H 1.03876 1.30774 -0.42084
H 0.59005 -0.62953 1.44624
O -2.61817 0.61520 1.68654
H -2.09693 0.31342 2.45306
H -1.98430 0.37152 0.97529
O -5.26240 -0.03780 1.92496
H -5.64281 0.83152 2.00746
H -4.31302 0.18040 1.84382

Computed properties:
SMILES	C=C/C=C/O.O.O
multiplicity	1
HOMO	-0.344	Ha
lowest unoccupied orbital energy	0.0156	Ha

=====

## c
This record from the OMol25 dataset describes a cluster of 2 separate species, C4H10O3 in total. The level of theory is ωB97M-V with the def2-TZVPD basis set.

Cartesian coordinates (Å):
C 1.29322 -1.47855 -0.84490
C 0.19145 -0.46415 -0.37545
O 0.27408 -0.11794 0.95369
C -0.57344 0.81256 1.43307
C -0.61092 0.68360 2.97195
O -1.20143 1.63592 0.85801
H 2.26627 -1.16998 -0.42709
H 1.36790 -1.48156 -1.94536
H 1.07354 -2.50441 -0.50438
H 0.38880 0.46090 -0.95059
H -0.75469 -0.89882 -0.75142
H 0.39434 0.88220 3.38012
H -0.96254 -0.28732 3.35963
H -1.29619 1.47244 3.32512
O -0.94241 0.58515 -3.47147
H -0.86268 1.46722 -3.90024
H -0.04531 0.40274 -3.11066

Computed properties:
SMILES	CCOC(C)=O.O
multiplicity	1
HOMO	-0.386	Ha
lowest unoccupied orbital energy	0.0265	Ha

=====

## d
This record from the OMol25 dataset describes a cluster of 3 separate species, C4H10O3 in total. The level of theory is ωB97M-V with the def2-TZVPD basis set.

Cartesian coordinates (Å):
C -0.31435 0.69704 1.83393
C 0.24278 -0.38261 1.39077
C 1.24677 -0.38827 0.34664
C 2.25781 -1.27665 0.19557
O 1.13453 0.55465 -0.69888
H -0.16739 1.72599 1.76673
H -1.27493 0.57879 2.41735
H -0.17921 -1.39999 1.50174
H 2.81812 -1.57404 -0.62300
H 2.49055 -1.92419 0.96863
H 1.88201 0.74980 -1.34663
O -1.38937 0.35293 -2.16420
H -0.52273 0.63542 -2.37065
H -1.40162 -0.28050 -2.79595
O -2.39576 0.68145 0.27224
H -2.88911 0.34355 -0.49703
H -1.53811 0.90664 -0.19725

Computed properties:
SMILES	C=CC(=C)O.O.O
multiplicity	1
HOMO	-0.317	Ha
lowest unoccupied orbital energy	0.0128	Ha

=====

Which of them is the most stable, and which is the least stable? c and a, in that order.

=====

## a
This record from the OMol25 dataset describes a cluster of 2 separate species, C4H10O3 in total. The level of theory is ωB97M-V with the def2-TZVPD basis set.

Cartesian coordinates (Å):
C -0.32865 1.02029 -1.08712
C 0.00000 0.00000 0.00000
O -1.04730 -0.97631 -0.06933
C -1.16022 -1.61960 -1.29721
O -1.48541 -0.74082 -2.28258
C -0.54779 0.29489 -2.46312
H -1.21849 1.56334 -0.71466
H 0.51334 1.73811 -1.12240
H 0.22749 0.32577 1.03324
H 0.87579 -0.56318 -0.37585
H -0.20267 -2.12924 -1.51818
H -1.94779 -2.39507 -1.23544
H 0.37070 -0.12107 -2.92008
H -1.00819 0.98213 -3.19877
O -2.16366 -1.33574 2.17274
H -1.81342 -1.65080 3.03665
H -1.37098 -1.26763 1.59371

Computed properties:
SMILES	C1COCOC1.O
multiplicity	1
HOMO	-0.380	Ha
lowest unoccupied orbital energy	0.0327	Ha

=====

## b
This record from the OMol25 dataset describes an isolated molecule of C4H10O3. The level of theory is ωB97M-V with the def2-TZVPD basis set.

Cartesian coordinates (Å):
C 2.47768 0.68389 -0.15375
O 1.51137 -0.13704 0.46187
C 0.42258 -0.44887 -0.38861
C -0.79774 -0.71806 0.48932
O -0.81233 0.20019 1.56764
C -2.08277 -0.45709 -0.29390
O -2.17744 0.91003 -0.62288
H 3.21527 0.94341 0.60925
H 2.02203 1.60576 -0.54579
H 2.98203 0.16634 -0.98294
H 0.20313 0.40403 -1.04560
H 0.66141 -1.32589 -1.00841
H -0.78053 -1.75400 0.86209
H 0.12302 0.36635 1.77069
H -2.94224 -0.77891 0.31187
H -2.08923 -1.02765 -1.22985
H -1.93625 1.36751 0.19901

Computed properties:
SMILES	COC[C@@H](O)CO
multiplicity	1
HOMO	-0.377	Ha
lowest unoccupied orbital energy	0.0325	Ha

=====

Which of them is the most stable, and which is the least stable? b and a, in that order.

=====

## a
This record from the OMol25 dataset describes a cluster of 3 separate species, C4H10O3 in total. The level of theory is ωB97M-V with the def2-TZVPD basis set.

Cartesian coordinates (Å):
C 1.51316 0.86363 0.04062
C 0.61870 0.97828 1.02512
C -0.81484 1.03860 0.70820
C -1.79799 1.14530 1.59910
O -1.02851 1.13923 -0.64433
H 1.46189 0.06648 -0.69475
H 2.54258 1.19282 0.05031
H 0.91448 1.17235 2.05067
H -2.80485 1.41840 1.32584
H -1.56886 1.00164 2.64303
H -1.83099 0.63303 -0.83597
O -1.23309 -1.74660 -0.09921
H -0.65974 -1.29400 0.53434
H -1.39565 -2.57591 0.36577
O 2.15690 -1.87195 -3.02394
H 2.65078 -1.62100 -2.23549
H 1.27602 -1.54030 -2.80932

Computed properties:
SMILES	C=CC(=C)O.O.O
multiplicity	1
HOMO	-0.321	Ha
lowest unoccupied orbital energy	0.0106	Ha

=====

## b
This record from the OMol25 dataset describes a cluster of 2 separate species, C4H10O3 in total. The level of theory is ωB97M-V with the def2-TZVPD basis set.

Cartesian coordinates (Å):
C 1.24590 -1.09455 0.21657
C -0.25844 -0.86867 0.10069
O -0.80867 -0.26107 -1.13867
C -0.86127 0.12098 1.29837
C -2.37369 0.01953 1.38197
O -3.13264 0.88718 1.84157
H 1.70022 -0.25068 0.58050
H 1.58966 -1.78808 0.99110
H 1.90506 -1.46288 -0.71515
H -0.65946 -1.85820 0.03941
H -0.03949 0.25882 -1.28880
H -0.50152 1.09579 1.04990
H -0.43190 -0.01270 2.34908
H -2.85860 -0.84896 0.77254
O 1.64718 1.88909 -2.19768
H 1.38229 1.74775 -3.08274
H 2.45537 2.42666 -2.19865

Computed properties:
SMILES	C[C@H](O)CC=O.O
multiplicity	1
HOMO	-0.355	Ha
lowest unoccupied orbital energy	0.0192	Ha

=====

Which of them is the most stable, and which is the least stable? b and a, in that order.

=====

## a
This record from the OMol25 dataset describes a cluster of 3 separate species, C5H12O3 in total. The level of theory is ωB97M-V with the def2-TZVPD basis set.

Cartesian coordinates (Å):
C 1.20479 3.34426 -0.87608
C 1.08303 1.97973 -0.99364
O 2.26651 1.37499 -0.58412
C 0.05680 1.14387 -1.55154
C -0.05494 -0.14658 -1.58301
C -0.84494 -1.03854 -2.50062
H 2.33176 3.66238 -0.67948
H 0.42019 4.06521 -0.95084
H 2.77788 0.89414 -1.20500
H -0.76515 1.91400 -1.99112
H 0.81281 -0.60618 -1.07291
H -0.11078 -1.84799 -2.93224
H -1.72809 -1.56281 -2.02703
H -1.00099 -0.41126 -3.32168
O -0.59203 -1.72641 4.90480
H -1.24661 -1.01622 4.91751
H -0.35665 -1.53567 5.85090
O -1.18740 -3.05049 2.09912
H -1.29221 -2.21621 1.57263
H -1.77398 -3.22022 2.92436

Computed properties:
SMILES	C=C(O)/C=C/C.O.O
multiplicity	1
HOMO	-0.314	Ha
lowest unoccupied orbital energy	0.0223	Ha

=====

## b
This record from the OMol25 dataset describes a cluster of 2 separate species, C5H12O3 in total. The level of theory is ωB97M-V with the def2-TZVPD basis set.

Cartesian coordinates (Å):
O -2.72480 1.20356 2.50652
C -2.55178 1.04239 1.33182
C -1.24015 0.41055 0.85419
C -0.64412 0.94244 -0.48142
C 0.85252 1.33767 -0.45580
C 1.79408 0.15738 -0.15100
O 1.46316 -1.15186 -0.68939
H -3.15016 1.42145 0.51226
H -0.44437 0.71840 1.55890
H -1.04915 -0.65979 0.78085
H -0.57003 0.06220 -1.15807
H -1.23132 1.79175 -0.85349
H 1.04872 2.09557 0.31150
H 0.96154 1.78039 -1.45477
H 2.80532 0.22959 -0.59861
H 1.99218 -0.01241 0.90473
H 0.50980 -1.20263 -0.63893
O 0.81255 -3.73990 -0.81611
H 1.45088 -2.99344 -0.77394
H -0.08487 -3.43332 -0.68924

Computed properties:
SMILES	O=CCCCCO.O
multiplicity	1
HOMO	-0.381	Ha
lowest unoccupied orbital energy	0.0170	Ha

=====

Which of them is the most stable, and which is the least stable? b and a, in that order.